No. 1
Here is a cluster of 2 separate species, C4H9P in total from the OMol25 dataset. Energies are from ωB97M-V/def2-TZVPD.

Last column: natural (NBO) charge in e.
Element x y z (Å)
C 0.716 0.660 0.517  -0.308
C -0.440 0.606 -0.064  -0.107
C 1.396 1.977 0.813  -0.626
C -1.779 -1.498 -0.486  -0.682
P -0.555 -2.672 -1.004  0.328
H 1.263 -0.231 0.807  0.208
H -1.122 1.353 -0.409  0.174
H 1.734 1.998 1.848  0.215
H 0.707 2.803 0.649  0.212
H 2.259 2.107 0.161  0.216
H -2.463 -1.145 -1.239  0.210
H -2.199 -1.653 0.497  0.212
H 0.443 -2.384 -0.073  -0.031
H 0.042 -1.922 -2.016  -0.022

Results
**E_HOMO (spin up / spin down)**: -7.98 / -7.74 eV
**Energy relative to the best compared isomer or geometry (same formula, charge and spin)**: 323.78 kJ/mol
**Gap between HOMO and LUMO (spin up / spin down)**: 8.3 / 8.1 eV
**E_LUMO (spin up / spin down)**: 0.32 / 0.39 eV

=====

No. 2
Here is an isolated molecule of C4H12N2O from the OMol25 dataset. Energies are from ωB97M-V/def2-TZVPD.

Last column: natural (NBO) charge in e.
Element x y z (Å)
N -1.764 0.055 -1.295  -0.819
C -0.548 -0.109 -1.998  -0.198
C 0.749 0.667 -1.628  -0.414
C 1.277 0.128 -0.289  -0.234
N 0.412 0.684 0.835  -0.656
C -0.355 -0.083 1.865  0.089
O 0.453 -1.073 2.523  -0.745
H -2.402 0.507 -1.852  0.350
H -2.195 -0.932 -1.323  0.346
H -0.786 0.270 -3.196  0.147
H -0.314 -1.205 -1.726  0.177
H 0.457 1.731 -1.614  0.217
H 1.631 0.455 -2.500  0.202
H 1.403 -1.016 -0.308  0.194
H 2.264 0.554 -0.011  0.193
H 1.117 1.285 1.245  0.353
H -0.901 0.605 2.568  0.173
H -0.995 -0.705 1.230  0.161
H -0.175 -1.757 2.829  0.463

Results
**E_HOMO**: -8.55 eV
**Energy relative to the best compared isomer or geometry (same formula, charge and spin)**: 358.63 kJ/mol
**Gap between HOMO and LUMO**: 9.5 eV
**E_LUMO**: 0.90 eV

=====

No. 3
Here is an isolated molecule of C7H10 from the OMol25 dataset. Energies are from ωB97M-V/def2-TZVPD.

Last column: natural (NBO) charge in e.
Element x y z (Å)
C -1.656 1.065 -1.078  -0.608
C -1.457 0.409 0.289  -0.475
C -0.390 -0.637 0.232  0.208
C 0.095 -1.102 -0.953  -0.210
C 1.427 -0.860 -0.918  -0.188
C 1.842 -0.231 0.413  -0.434
C 0.655 -0.761 1.315  -0.456
H -0.725 1.542 -1.408  0.211
H -2.443 1.824 -1.044  0.210
H -1.906 0.314 -1.832  0.231
H -1.151 1.156 1.037  0.215
H -2.396 -0.021 0.662  0.239
H 2.149 -1.089 -1.699  0.200
H 2.846 -0.520 0.748  0.209
H 1.795 0.870 0.411  0.205
H 0.454 -0.163 2.212  0.209
H 0.860 -1.795 1.613  0.235

Results
**E_HOMO**: -7.98 eV
**Energy relative to the best compared isomer or geometry (same formula, charge and spin)**: 366.19 kJ/mol
**Gap between HOMO and LUMO**: 7.9 eV
**E_LUMO**: -0.05 eV

=====

No. 4
Here is an isolated molecule of C5H9NO from the OMol25 dataset. Energies are from ωB97M-V/def2-TZVPD.

Last column: natural (NBO) charge in e.
Element x y z (Å)
C -2.588 -0.149 -0.357  -0.377
C -1.441 0.484 -0.088  -0.211
C -0.323 -0.144 0.675  -0.444
C 0.931 -0.377 -0.128  -0.144
N 2.016 -0.742 0.870  -0.866
C 1.256 0.843 -0.979  0.433
O 1.784 1.932 -0.678  -0.522
H -3.614 0.344 -0.307  0.214
H -2.562 -1.228 -0.369  0.179
H -1.634 1.664 0.007  0.207
H -0.712 -1.084 1.048  0.223
H -0.027 0.455 1.551  0.241
H 0.736 -1.156 -0.932  0.205
H 2.699 -0.027 1.202  0.387
H 2.647 -1.506 0.491  0.366
H 0.832 0.693 -2.006  0.107

Results
**E_HOMO**: -9.26 eV
**Energy relative to the best compared isomer or geometry (same formula, charge and spin)**: 299.89 kJ/mol
**Gap between HOMO and LUMO**: 10.0 eV
**E_LUMO**: 0.72 eV

=====

No. 5
Here is a cluster of 5 separate species, C25H41BFIN2O16S in total from the OMol25 dataset. Energies are from ωB97M-V/def2-TZVPD.

Last column: Löwdin charge in e.
Element x y z (Å)
C 3.389 4.390 -1.073  -0.073
C 2.372 4.074 0.092  -0.215
O 1.770 2.743 -0.035  0.034
B 0.648 2.711 0.815  -0.522
O 0.778 3.357 2.085  0.091
C -0.748 1.981 0.528  0.052
C -1.380 1.762 -0.769  -0.154
C -0.685 2.217 -2.086  -0.145
C -1.487 3.395 -2.803  -0.179
F -0.574 4.305 -3.420  -0.109
C -2.759 1.081 -0.851  -0.431
I -3.722 0.744 -2.774  1.003
C -3.517 0.621 0.305  -0.235
O -4.796 0.035 0.209  -0.131
C -5.718 1.129 -0.029  -0.185
C -6.747 1.431 1.156  -0.341
C -6.931 3.013 1.199  -0.052
O -6.341 0.992 2.466  -0.079
C -2.913 0.773 1.679  -0.199
N -3.397 0.418 2.898  -0.224
S -2.268 0.826 4.088  1.031
N -1.171 1.515 3.052  -0.260
C -1.521 1.467 1.741  -0.204
H 4.100 3.535 -1.281  0.096
H 2.909 4.788 -2.003  0.059
H 4.053 5.226 -0.688  0.085
H 1.571 4.871 0.033  0.130
H 2.963 4.169 1.051  0.129
H 0.195 4.133 2.132  0.114
H 0.404 2.455 -1.993  0.112
H -0.749 1.334 -2.797  0.104
H -2.124 2.980 -3.628  0.051
H -2.119 3.894 -2.011  0.126
H -5.171 2.085 -0.249  0.104
H -6.350 0.910 -0.944  0.118
H -7.749 0.944 0.968  0.151
H -7.932 3.301 1.617  0.085
H -6.145 3.505 1.848  0.090
H -6.774 3.432 0.159  0.085
H -5.708 1.660 2.793  0.082
C 1.979 3.446 -4.413  -0.039
O 1.998 2.051 -4.724  0.003
C 3.218 1.501 -4.713  -0.608
O 4.250 2.074 -4.470  0.122
O 3.092 0.204 -5.019  0.000
C 4.325 -0.515 -5.043  -0.044
H 0.945 3.781 -4.451  0.072
H 2.360 3.619 -3.409  0.058
H 2.555 4.012 -5.147  0.106
H 4.802 -0.499 -4.062  0.100
H 4.994 -0.107 -5.803  0.098
H 4.101 -1.549 -5.301  0.093
C 1.541 -4.144 7.852  -0.046
O 0.805 -3.697 6.715  0.002
C 1.104 -2.453 6.322  -0.610
O 1.912 -1.723 6.837  0.125
O 0.348 -2.162 5.256  0.004
C 0.563 -0.854 4.725  -0.073
H 1.216 -5.159 8.078  0.093
H 2.610 -4.162 7.636  0.098
H 1.335 -3.513 8.718  0.098
H 1.593 -0.741 4.383  0.105
H 0.317 -0.092 5.467  0.088
H -0.097 -0.730 3.871  0.045
C 9.809 -1.441 -4.323  -0.043
O 9.739 -2.717 -4.959  0.002
C 8.548 -3.318 -4.853  -0.612
O 7.580 -2.876 -4.287  0.118
O 8.619 -4.495 -5.486  0.002
C 7.410 -5.251 -5.455  -0.045
H 10.815 -1.052 -4.474  0.093
H 9.098 -0.747 -4.774  0.098
H 9.629 -1.534 -3.251  0.098
H 6.603 -4.709 -5.950  0.096
H 7.135 -5.496 -4.428  0.098
H 7.587 -6.179 -5.996  0.093
C -6.277 -6.211 3.189  -0.053
O -5.725 -5.126 2.448  -0.005
C -6.008 -3.915 2.954  -0.612
O -6.663 -3.698 3.942  0.119
O -5.436 -2.996 2.171  0.016
C -5.654 -1.642 2.592  -0.059
H -5.986 -7.134 2.690  0.091
H -5.879 -6.226 4.205  0.096
H -7.367 -6.154 3.204  0.096
H -5.231 -1.474 3.582  0.093
H -6.717 -1.403 2.581  0.098
H -5.151 -0.996 1.892  0.036

Results
**E_HOMO**: -9.13 eV
**Gap between HOMO and LUMO**: 7.6 eV
**E_LUMO**: -1.48 eV

=====

No. 6
Here is a structure of composition C2F6LiNO4S2 from the OMol25 dataset. Energies are from ωB97M-V/def2-TZVPD.

Last column: natural (NBO) charge in e.
Element x y z (Å)
Li 1.115 -0.806 -1.473  0.960
C -0.256 -2.574 0.438  0.706
F 1.008 -2.610 -0.113  -0.369
F -1.123 -2.782 -0.549  -0.300
F -0.327 -3.519 1.350  -0.279
S -0.499 -0.919 1.175  2.235
O -1.898 -0.761 1.323  -0.899
O 0.281 -0.871 2.355  -0.889
N 0.101 -0.066 -0.104  -1.372
S -0.359 1.482 0.155  2.227
O -1.707 1.760 -0.220  -0.892
O 0.100 1.996 1.380  -0.893
C 0.684 2.264 -1.182  0.713
F 1.240 3.356 -0.703  -0.290
F 1.677 1.431 -1.602  -0.362
F -0.038 2.618 -2.231  -0.296

Results
**E_HOMO**: -10.51 eV
**Gap between HOMO and LUMO**: 9.3 eV
**E_LUMO**: -1.20 eV

=====

No. 7
Here is a cluster of 2 separate species, C5H13NO in total from the OMol25 dataset. Energies are from ωB97M-V/def2-TZVPD.

Last column: natural (NBO) charge in e.
Element x y z (Å)
C -0.305 0.022 1.912  -0.571
C -0.132 0.302 0.592  0.233
C -1.317 0.445 -0.361  -0.448
C -2.274 -0.774 -0.273  -0.624
N 1.181 0.632 0.116  -0.630
C 1.291 1.220 -1.245  -0.420
H 0.152 0.588 2.717  0.212
H -1.120 -0.656 2.108  0.195
H -1.799 1.368 -0.023  0.222
H -0.947 0.601 -1.361  0.207
H -1.570 -1.636 -0.238  0.207
H -2.572 -0.879 0.764  0.224
H -2.888 -0.828 -1.163  0.227
H 1.666 1.226 0.776  0.376
H 0.897 2.227 -1.325  0.180
H 0.862 0.499 -1.932  0.204
H 2.350 1.378 -1.440  0.213
O 2.500 -1.817 0.060  -0.977
H 2.182 -2.680 -0.168  0.468
H 1.842 -1.236 0.485  0.500

Results
**E_HOMO**: -8.00 eV
**Energy relative to the best compared isomer or geometry (same formula, charge and spin)**: 258.21 kJ/mol
**Gap between HOMO and LUMO**: 8.8 eV
**E_LUMO**: 0.85 eV

=====

No. 8
Here is an isolated molecule of C10H16N2Si from the OMol25 dataset. Energies are from ωB97M-V/def2-TZVPD.

Last column: natural (NBO) charge in e.
Element x y z (Å)
C -1.100 -2.243 -0.538  -1.128
Si -1.416 -0.558 0.214  1.785
C -2.760 0.318 -0.924  -1.115
C -2.161 -0.509 2.006  -1.111
N 0.020 0.466 0.209  -0.904
C 0.189 1.752 0.807  -0.209
C 1.678 1.992 1.264  -0.412
C 2.483 0.814 0.530  -0.094
C 3.792 0.581 0.487  -0.175
C 4.190 -0.495 -0.338  -0.264
C 3.290 -1.297 -1.019  0.027
N 1.992 -1.178 -0.899  -0.460
C 1.677 -0.138 -0.148  0.459
H -0.686 -2.939 0.099  0.235
H -2.058 -2.677 -0.886  0.242
H -0.300 -2.077 -1.320  0.271
H -3.328 -0.483 -1.480  0.227
H -3.604 0.850 -0.508  0.231
H -2.188 0.979 -1.640  0.233
H -1.386 -0.316 2.695  0.225
H -3.008 0.216 2.129  0.236
H -2.675 -1.386 2.302  0.235
H -0.463 1.669 1.770  0.185
H -0.249 2.477 0.171  0.188
H 1.778 1.841 2.429  0.222
H 1.991 2.977 0.984  0.225
H 4.532 1.262 0.904  0.224
H 5.291 -0.830 -0.312  0.222
H 3.648 -2.195 -1.577  0.201

Results
**E_HOMO**: -8.01 eV
**Energy relative to the best compared isomer or geometry (same formula, charge and spin)**: 21.95 kJ/mol
**Gap between HOMO and LUMO**: 8.8 eV
**E_LUMO**: 0.79 eV

=====

No. 9
Here is a structure of composition C23H32BMgN6O6S2 from the OMol25 dataset. Energies are from ωB97M-V/def2-TZVPD.

Last column: Löwdin charge in e.
Element x y z (Å)
Mg -0.472 1.109 -0.204  0.444
O -1.887 3.874 -1.801  0.059
C -1.059 2.981 -1.781  -0.635
O -1.273 1.737 -1.728  -0.089
C 0.444 3.371 -1.962  -0.087
C 1.212 2.129 -2.405  -0.259
C 2.624 2.528 -2.874  -0.090
C 3.334 2.723 -1.527  -0.088
C 2.159 2.527 -0.554  -0.249
O 1.444 1.475 -1.167  -0.122
C 1.181 3.712 -0.650  -0.083
C 0.321 3.686 0.635  -0.604
O 0.552 4.524 1.500  0.029
O -0.490 2.731 0.737  -0.058
H 0.482 4.200 -2.674  0.154
H 0.654 1.477 -3.077  0.159
H 3.086 1.740 -3.467  0.091
H 2.606 3.437 -3.472  0.114
H 4.081 1.944 -1.364  0.111
H 3.811 3.695 -1.426  0.113
H 2.464 2.263 0.459  0.160
H 1.702 4.673 -0.688  0.152
C 2.624 -1.053 -2.442  -0.066
N 1.330 -1.329 -2.993  -0.132
C 0.977 -1.300 -4.321  -0.071
C -0.297 -1.749 -4.392  -0.080
N -0.737 -2.060 -3.138  0.008
B -2.077 -2.806 -2.959  -0.470
N -2.454 -2.985 -1.471  -0.028
C -2.338 -4.174 -0.824  -0.093
C -3.046 -4.119 0.330  -0.052
N -3.592 -2.864 0.394  -0.114
C -4.614 -2.446 1.307  -0.060
C -3.191 -2.177 -0.711  -0.642
S -3.585 -0.536 -0.959  0.864
C 0.259 -1.791 -2.275  -0.726
S 0.339 -2.039 -0.624  0.681
H 3.220 -0.511 -3.178  0.082
H 3.131 -1.986 -2.169  0.089
H 2.505 -0.456 -1.536  0.063
H 1.641 -0.936 -5.082  0.107
H -0.923 -1.908 -5.245  0.113
H -1.922 -3.917 -3.398  0.074
H -2.955 -2.205 -3.498  0.069
H -1.745 -4.961 -1.240  0.116
H -3.224 -4.853 1.089  0.111
H -4.201 -2.239 2.295  0.086
H -5.371 -3.232 1.390  0.091
H -5.076 -1.545 0.897  0.052
O 0.806 0.432 1.278  0.019
C 0.992 0.840 2.398  -0.437
C -0.035 1.451 3.295  -0.090
C -0.543 0.297 4.177  -0.178
C 0.525 -0.539 4.899  -0.200
C 1.332 -1.472 3.979  -0.170
C 2.511 -0.777 3.266  -0.182
N 2.215 0.626 3.036  0.057
H -0.853 1.845 2.699  0.097
H 0.407 2.250 3.891  0.132
H -1.131 -0.368 3.545  0.095
H -1.219 0.723 4.921  0.111
H 0.001 -1.166 5.627  0.104
H 1.198 0.112 5.464  0.107
H 0.657 -1.865 3.216  0.112
H 1.715 -2.315 4.561  0.103
H 2.692 -1.257 2.305  0.114
H 3.425 -0.832 3.860  0.113
H 2.281 1.152 3.899  0.116
N -2.708 0.250 1.589  0.030
C -2.245 0.125 0.476  -0.396
H -3.680 0.130 1.864  0.047

Results
**E_HOMO**: -4.24 eV
**Energy relative to the best compared isomer or geometry (same formula, charge and spin)**: 195.05 kJ/mol
**Gap between HOMO and LUMO**: 6.8 eV
**Total charge**: -1
**E_LUMO**: 2.53 eV

=====

| no. | E_tot (eV) |
| --- | --- |
| 1 | -13577.944 |
| 2 | -9367.477 |
| 3 | -7417.239 |
| 4 | -8866.105 |
| 5 | -84658.134 |
| 6 | -49933.779 |
| 7 | -8931.335 |
| 8 | -21486.218 |
| 9 | -73394.441 |